Record 1
Density functional theory data (ωB97M-V/def2-TZVPD) for a cluster of 2 separate species, C5H8O2 in total.

Computed properties:
SMILES string: C#CC(=C)CO.O
HOMO-LUMO gap: 10.06 eV
charge: 0
HOMO level: -9.61 eV
LUMO level: 0.451 eV

CARTESIAN COORDINATES (ANGSTROEM)
1 C -0.3816 -1.3125 1.1072
2 C 0.0249 -0.1502 0.5871
3 O -1.0438 -1.0283 -1.8894
4 C -0.8611 1.0854 0.5284
5 O -0.5636 1.9618 -0.5278
6 C 1.3673 0.0260 0.1022
7 C 2.4910 0.2267 -0.2904
8 H -1.3989 -1.4269 1.4722
9 H 0.2711 -2.1770 1.1730
10 H -0.9257 -1.4853 -1.0477
11 H -0.1468 -0.7469 -2.1067
12 H -0.7796 1.5862 1.5055
13 H -1.9003 0.7817 0.3863
14 H 0.3424 2.2837 -0.4076
15 H 3.5048 0.3756 -0.5923


Record 2
Density functional theory data (ωB97M-V/def2-TZVPD) for an isolated molecule of C5H8O2.

Computed properties:
HOMO-LUMO gap: 9.62 eV
charge: 0
HOMO level: -8.87 eV
LUMO level: 0.753 eV

CARTESIAN COORDINATES (ANGSTROEM)
1 O 0.6479 1.7524 -2.1303
2 C -0.0573 0.7071 -1.7937
3 C 0.7105 -0.1906 -0.8495
4 C -0.0865 -0.4099 0.4260
5 C -0.8720 -1.6303 0.6035
6 O 0.3887 -1.4675 1.2463
7 C -0.4763 0.8609 1.1370
8 H 1.5449 1.7749 -1.7154
9 H -1.0914 1.4740 0.4740
10 H 1.7182 0.1946 -0.5789
11 H 0.8424 -1.1568 -1.3549
12 H -1.7354 -1.6206 1.2690
13 H -0.9033 -2.3741 -0.1925
14 H 0.4134 1.4396 1.4127
15 H -1.0438 0.6462 2.0466


Record 3
Density functional theory data (ωB97M-V/def2-TZVPD) for an isolated molecule of C5H8O2.

Computed properties:
SMILES string: C1CO[C@@H]2C[C@@H]2O1
HOMO-LUMO gap: 10.18 eV
charge: 0
HOMO level: -9.10 eV
LUMO level: 1.088 eV

CARTESIAN COORDINATES (ANGSTROEM)
1 C -1.5832 0.0997 0.8315
2 C -1.0829 -0.0253 -0.5792
3 O -0.2226 0.9278 -1.1317
4 C 1.0266 1.0281 -0.4686
5 C 1.5562 -0.3544 -0.1403
6 O 0.7426 -0.8898 0.8918
7 C -0.5888 -0.9818 0.4698
8 H -1.2361 0.9484 1.4158
9 H -2.6094 -0.1989 1.0261
10 H -1.7612 -0.3993 -1.3404
11 H 0.9172 1.5625 0.4875
12 H 1.6787 1.6137 -1.1227
13 H 1.5280 -1.0010 -1.0318
14 H 2.5810 -0.3205 0.2374
15 H -0.9461 -2.0095 0.4548


Record 4
Density functional theory data (ωB97M-V/def2-TZVPD) for a structure of composition C5H8O2.

Computed properties:
HOMO-LUMO gap: 9.27 eV
charge: 0
HOMO level: -8.45 eV
LUMO level: 0.819 eV

CARTESIAN COORDINATES (ANGSTROEM)
1 C 1.2801 -1.2783 -0.0867
2 C 0.2529 -0.1773 -0.0752
3 C -0.0973 0.6100 1.1940
4 O -1.4977 0.6285 0.8200
5 C -1.2286 -0.2971 -0.2049
6 C -0.0601 0.5662 -1.3645
7 O -0.2602 1.9031 -1.2898
8 H 1.1475 -1.9577 0.7632
9 H 1.2031 -1.8534 -1.0132
10 H 2.2913 -0.8596 -0.0403
11 H 0.3148 1.6186 1.3325
12 H 0.0461 0.0273 2.1091
13 H -1.8377 -1.2003 -0.2668
14 H -1.2518 0.0639 -1.4931
15 H -0.4474 2.2117 -0.3830


Record 5
Density functional theory data (ωB97M-V/def2-TZVPD) for a cluster of 3 separate species, C5H8O2 in total.

Computed properties:
HOMO-LUMO gap: 9.15 eV
charge: 0
HOMO level: -8.57 eV
LUMO level: 0.587 eV

CARTESIAN COORDINATES (ANGSTROEM)
1 C -1.3617 1.0176 -0.3789
2 C -0.2058 0.2541 -0.1981
3 C 0.0411 -0.1719 1.1867
4 O 1.3137 -0.8420 1.1238
5 C 1.4791 0.0896 0.1082
6 C 0.7888 -0.4032 -1.1115
7 O 0.8141 -1.7617 -1.3851
8 H -1.5698 1.8557 0.2827
9 H -1.7460 1.1404 -1.3889
10 H -2.0146 -0.0590 0.7182
11 H -1.5502 -0.5783 1.3618
12 H 0.0561 0.5939 1.9692
13 H 2.1700 0.9123 0.2607
14 H 0.9694 0.1655 -2.0219
15 H 0.8156 -2.2131 -0.5270


Record 6
Density functional theory data (ωB97M-V/def2-TZVPD) for an isolated molecule of C5H8O2 in a non-equilibrium geometry.

Computed properties:
HOMO-LUMO gap: 10.28 eV
charge: 0
HOMO level: -9.42 eV
LUMO level: 0.853 eV

CARTESIAN COORDINATES (ANGSTROEM)
1 O 2.3867 0.4637 0.2754
2 C 1.5578 -0.6904 0.3877
3 C 0.1382 -0.2629 0.7522
4 C -0.7089 0.9847 -0.1876
5 C -2.0769 0.2536 -0.3876
6 C -1.0101 -0.8126 -0.3040
7 O -0.6767 -1.5512 -1.2026
8 H 3.1113 0.2455 -0.3242
9 H 1.9980 -1.3839 1.1375
10 H 1.4702 -1.2393 -0.5464
11 H 0.2546 0.2366 1.7512
12 H -0.7182 1.6352 0.6514
13 H -0.3047 1.3989 -1.1135
14 H -2.6418 0.3883 -1.3373
15 H -2.7793 0.3338 0.4478


Record 7
Density functional theory data (ωB97M-V/def2-TZVPD) for an isolated molecule of C5H8O2.

Computed properties:
HOMO-LUMO gap: 9.04 eV
charge: 0
HOMO level: -8.61 eV
LUMO level: 0.436 eV

CARTESIAN COORDINATES (ANGSTROEM)
1 O 1.3941 0.4777 -1.1457
2 C 1.2825 0.3081 0.2920
3 C -0.0197 0.9626 0.7168
4 C -1.1327 -0.0368 0.3207
5 O -1.9935 0.4410 -0.6935
6 C -0.3689 -1.3256 -0.0805
7 C 1.1185 -1.1550 -0.0136
8 H 2.2293 0.0653 -1.4176
9 H 2.1804 0.6519 0.8136
10 H -0.0062 1.1572 1.7938
11 H -0.1692 1.9223 0.2107
12 H -1.4506 0.6076 -1.4755
13 H -0.5942 -2.1731 0.5837
14 H -0.6750 -1.6757 -1.0749
15 H -1.7948 -0.2274 1.1702


Record 8
Density functional theory data (ωB97M-V/def2-TZVPD) for a structure of composition C5H8O2 in a non-equilibrium geometry.

Computed properties:
HOMO-LUMO gap: 8.98 eV
charge: 0
HOMO level: -8.10 eV
LUMO level: 0.885 eV

CARTESIAN COORDINATES (ANGSTROEM)
1 C -1.0234 -1.4994 0.3500
2 C -0.1587 -0.3079 0.1394
3 C 1.3000 -0.1676 0.5481
4 O 1.1200 1.2278 0.8992
5 C -0.2819 1.1098 0.6585
6 C -0.3890 0.6728 -0.9138
7 O 0.5463 1.2083 -1.7687
8 H -0.9978 -1.8369 1.3894
9 H -2.0570 -1.2566 0.0835
10 H -0.6696 -2.2932 -0.3138
11 H 2.0245 -0.2715 -0.2691
12 H 1.5985 -0.7927 1.3942
13 H -0.8551 1.9535 0.3127
14 H -1.4053 0.6957 -1.3169
15 H 1.2484 1.5580 -1.1927


Record 9
Density functional theory data (ωB97M-V/def2-TZVPD) for an isolated molecule of C5H8O2.

Computed properties:
HOMO-LUMO gap (alpha / beta): 8.54 / 8.54 eV
charge: 0
HOMO level (alpha / beta): -8.82 / -8.82 eV
LUMO level (alpha / beta): -0.284 / -0.283 eV

CARTESIAN COORDINATES (ANGSTROEM)
1 C -1.5411 -0.2988 0.8055
2 C -0.5937 -0.1530 -0.3782
3 O -0.2318 1.1794 -0.6710
4 C 1.1766 1.3057 -0.5427
5 C 1.6661 -0.1401 -0.5644
6 O 0.5792 -0.8324 0.0087
7 C -1.8882 -1.7354 0.9107
8 H -1.1268 0.2302 1.6769
9 H -2.5106 0.1662 0.5440
10 H -1.0412 -0.6071 -1.2740
11 H 1.4247 1.8030 0.4038
12 H 1.5633 1.9014 -1.3749
13 H 1.8598 -0.4942 -1.5865
14 H 2.5472 -0.3173 0.0569
15 H -1.8834 -2.0076 1.9851


Record 10
Density functional theory data (ωB97M-V/def2-TZVPD) for an isolated molecule of C5H8O2 in a non-equilibrium geometry.

Computed properties:
HOMO-LUMO gap (alpha / beta): 8.62 / 7.67 eV
charge: 0
HOMO level (alpha / beta): -7.97 / -7.54 eV
LUMO level (alpha / beta): 0.646 / 0.132 eV

CARTESIAN COORDINATES (ANGSTROEM)
1 C -1.8530 -0.6880 0.2219
2 C -0.6969 0.2427 -0.1349
3 O -1.1774 1.4318 -0.5913
4 C 0.4814 0.2087 0.8237
5 C 1.6221 -0.3964 0.0198
6 C 1.3805 0.2924 -1.3015
7 O 2.2050 0.7731 -2.0208
8 H -2.5214 -0.1877 0.9489
9 H -2.4824 -0.9426 -0.6343
10 H -1.5179 -1.6099 0.7096
11 H -0.4203 1.7778 -1.0807
12 H 0.7261 1.2345 1.1274
13 H 0.2565 -0.3756 1.7219
14 H 2.6263 -0.3339 0.4547
15 H 1.3715 -1.4270 -0.2643


Record 11
Density functional theory data (ωB97M-V/def2-TZVPD) for an isolated molecule of C5H8O2 in a non-equilibrium geometry.

Computed properties:
SMILES string: C=CCCC(=O)O
HOMO-LUMO gap: 9.87 eV
charge: 0
HOMO level: -9.11 eV
LUMO level: 0.768 eV

CARTESIAN COORDINATES (ANGSTROEM)
1 O -1.0656 -1.5133 -0.8204
2 C -1.3622 -0.3191 -0.8141
3 O -2.2911 0.3509 -1.5939
4 C -0.6703 0.7774 -0.0679
5 C 0.0811 0.3698 1.1927
6 C 1.3603 -0.6288 0.8716
7 C 2.0602 -0.6334 -0.4098
8 H -2.9649 -0.3304 -1.8428
9 H -1.4746 1.5466 0.2211
10 H 0.0590 1.3140 -0.7404
11 H -0.4616 0.0123 2.0452
12 H 0.3342 1.4673 1.5622
13 H 1.4046 -1.4639 1.6245
14 H 2.1643 0.3978 -0.7051
15 H 2.8267 -1.3470 -0.5227


Record 12
Density functional theory data (ωB97M-V/def2-TZVPD) for a structure of composition C5H8O2 in a non-equilibrium geometry.

Computed properties:
HOMO-LUMO gap (alpha / beta): 8.78 / 8.11 eV
charge: 0
HOMO level (alpha / beta): -8.00 / -7.63 eV
LUMO level (alpha / beta): 0.777 / 0.485 eV

CARTESIAN COORDINATES (ANGSTROEM)
1 O -1.4607 1.3453 -1.0640
2 C -1.4847 0.5387 0.0329
3 C -2.1741 -0.5885 0.1781
4 C 1.4657 -0.3239 1.2438
5 C 1.8333 0.5367 0.0467
6 C 1.3640 -0.6493 -0.7080
7 O 1.1459 -1.3631 0.3856
8 H -2.0529 0.9723 -1.7322
9 H -0.8235 0.9135 0.8112
10 H -2.0798 -1.1525 1.0984
11 H -2.8228 -0.9862 -0.5994
12 H 2.1513 -0.6174 2.0406
13 H 1.2858 1.4588 -0.1690
14 H 2.9131 0.7175 0.0186
15 H 0.7397 -0.8020 -1.5834


Record 13
Density functional theory data (ωB97M-V/def2-TZVPD) for an isolated molecule of C5H8O2.

Computed properties:
SMILES string: CC(=O)CCC=O
HOMO-LUMO gap: 10.28 eV
charge: 0
HOMO level: -9.57 eV
LUMO level: 0.710 eV

CARTESIAN COORDINATES (ANGSTROEM)
1 C -1.9877 -0.7876 0.3514
2 C -1.0158 0.3421 0.1174
3 O -1.2917 1.2583 -0.6310
4 C 0.3195 0.2994 0.8496
5 C 1.4407 -0.1966 -0.0774
6 C 1.5787 0.6819 -1.3123
7 O 2.4423 0.5203 -2.1403
8 H -2.5798 -0.5379 1.2413
9 H -2.6658 -0.8730 -0.4998
10 H -1.4824 -1.7394 0.5419
11 H 0.8206 1.4875 -1.4024
12 H 0.5541 1.3203 1.1690
13 H 0.2530 -0.3326 1.7414
14 H 2.4030 -0.1956 0.4502
15 H 1.2780 -1.2343 -0.3988


Record 14
Density functional theory data (ωB97M-V/def2-TZVPD) for an isolated molecule of C5H8O2.

Computed properties:
SMILES string: C[C@@H]1[C@H](O)[C@@H]2O[C@H]12
HOMO-LUMO gap: 10.81 eV
charge: 0
HOMO level: -9.79 eV
LUMO level: 1.012 eV

CARTESIAN COORDINATES (ANGSTROEM)
1 C -0.6205 0.6469 1.6252
2 C 0.0600 -0.2924 0.6480
3 C -0.6493 -1.0975 -0.4426
4 O -0.9172 -0.3023 -1.6058
5 C 0.4094 -0.7962 -1.4071
6 C 1.0231 0.2594 -0.4660
7 O 0.7936 1.5675 -0.9009
8 H -1.4724 0.1611 2.1142
9 H -0.9639 1.5689 1.1483
10 H 0.0909 0.9278 2.4109
11 H 0.6286 -1.0472 1.2069
12 H -1.2648 -1.9851 -0.3356
13 H 0.8647 -1.4074 -2.1797
14 H 2.0851 0.1709 -0.2297
15 H -0.0591 1.5257 -1.3674


Record 15
Density functional theory data (ωB97M-V/def2-TZVPD) for an isolated molecule of C5H8O2S in a non-equilibrium geometry.

Computed properties:
HOMO-LUMO gap: 10.05 eV
charge: 0
HOMO level: -9.23 eV
LUMO level: 0.822 eV

CARTESIAN COORDINATES (ANGSTROEM)
1 C 1.0406 -0.8000 -0.5650
2 C 0.8980 0.2492 0.4478
3 C 2.0732 -1.5973 -0.3730
4 C -0.5956 0.5307 0.7554
5 C 0.2577 1.5308 0.0092
6 O -2.4504 0.7757 -0.9500
7 O -2.7297 -0.9310 0.9667
8 S -1.8076 -0.5721 -0.0554
9 H 0.3071 -0.9648 -1.2832
10 H 1.6683 0.1837 1.2296
11 H 2.1245 -2.4838 -0.9150
12 H -0.8921 0.5828 1.8181
13 H 0.4907 2.3959 0.4067
14 H 0.1424 1.6552 -1.1551
15 H -3.3673 0.8403 -0.7053
16 H 2.8402 -1.3952 0.3684


Record 16
Density functional theory data (ωB97M-V/def2-TZVPD) for an isolated molecule of C5H8O3 in a non-equilibrium geometry.

Computed properties:
HOMO-LUMO gap (alpha / beta): 7.85 / 7.85 eV
charge: 0
HOMO level (alpha / beta): -8.03 / -8.03 eV
LUMO level (alpha / beta): -0.173 / -0.172 eV

CARTESIAN COORDINATES (ANGSTROEM)
1 C -0.0562 -0.6815 -1.3667
2 C -0.8648 0.7721 0.4513
3 C -0.9813 -0.3124 1.5141
4 C 0.1994 0.4841 -0.6671
5 C 1.9080 0.7945 -0.1825
6 O -0.0774 -1.9062 -0.8554
7 O 0.8040 1.5073 -1.3096
8 O 2.0223 0.9071 1.0044
9 H -0.3097 -2.5696 -1.5144
10 H -0.0728 -0.6012 -2.4533
11 H 2.7819 0.6555 -0.8466
12 H -0.4816 1.6969 0.8875
13 H -1.8216 0.9825 -0.0309
14 H -1.4271 -1.2219 1.1137
15 H -0.0034 -0.5463 1.9303
16 H -1.6194 0.0392 2.3252


Record 17
Density functional theory data (ωB97M-V/def2-TZVPD) for a cluster of 3 separate species, C5H8O3 in total in a non-equilibrium geometry.

Computed properties:
SMILES string: C=C=C=O.CC=O.O
HOMO-LUMO gap: 8.61 eV
charge: 0
HOMO level: -8.79 eV
LUMO level: -0.184 eV

CARTESIAN COORDINATES (ANGSTROEM)
1 C 2.9529 0.2516 -0.3628
2 C 2.7292 -0.9977 0.0319
3 C 2.3485 1.1765 -1.0292
4 C -3.1073 -0.2775 -0.2216
5 C -1.6845 -0.4229 -0.1067
6 O 0.6649 1.2513 0.9806
7 O -1.0716 -0.9024 0.8062
8 O 1.9014 2.1254 -1.4900
9 H 3.4100 -1.5423 0.6762
10 H 1.8836 -1.4986 -0.1796
11 H -3.4525 -0.6190 -1.1937
12 H -3.6175 -0.8476 0.5514
13 H -3.6055 0.7261 -0.0943
14 H -1.0468 -0.0777 -1.0689
15 H 1.1134 1.4004 1.7877
16 H 0.5818 0.2544 0.9127